No. 1
Computed, not measured: C7H12O3S as an isolated structure in a non-equilibrium geometry, with the ωB97M-V functional and the def2-TZVPD basis.

```
23
C7H12O3S | the OMol25 dataset | the ωB97M-V functional and the def2-TZVPD basis
C 1.2822 0.2612 -0.0505
C 0.6872 1.3113 0.4299
C -1.1136 -0.2760 -0.6449
C 0.5957 -1.0242 -0.0683
C 1.2538 2.6481 0.6086
C -2.2598 -1.1160 -0.3494
C 1.2919 -1.9545 -0.9754
O -1.6411 2.3168 -0.0225
O -1.4778 0.7610 1.8317
O 0.3091 -1.5819 1.1467
S -1.0907 1.1225 0.4665
H 2.2944 0.1599 -0.2960
H -0.8887 0.2674 -1.6238
H 2.4110 2.6053 0.5221
H 0.9988 2.9826 1.5912
H 0.8031 3.4780 -0.1087
H -2.9063 -0.7387 0.5392
H -1.9683 -2.2199 -0.0672
H -2.9046 -1.3355 -1.2944
H 0.7485 -2.9654 -1.1652
H 2.1488 -2.3884 -0.3598
H 1.6528 -1.3799 -1.8573
H -0.2264 -0.9337 1.7473
```

Output
- Lowest unoccupied orbital energy: 0.5 eV
- Energy relative to the best compared isomer or geometry (same formula, charge and spin): 280.6 kJ/mol

What are the Löwdin partial charges on each atom? They are as follows, in elementary charge units: C -0.070; C -0.341; C -0.294; C -0.512; C -0.074; C -0.149; C -0.030; O -0.274; O -0.319; O -0.002; S 0.671; H 0.117; H 0.146; H 0.119; H 0.069; H 0.131; H 0.106; H 0.116; H 0.107; H 0.122; H 0.118; H 0.103; H 0.142



No. 2
Computed, not measured: a 2-piece molecular cluster, CH8N4 overall in a non-equilibrium geometry, with the ωB97M-V functional and the def2-TZVPD basis.

```
13
CH8N4 | the OMol25 dataset | the ωB97M-V functional and the def2-TZVPD basis
C 1.1280 0.9478 0.3127
N 1.0886 0.1624 -0.9158
N 0.2897 -1.4938 0.5895
N 0.4068 -0.3027 0.0422
N -1.4788 0.4238 -0.1363
H 2.0714 0.9340 0.8322
H 0.6259 1.9681 0.1154
H 1.2870 -0.0636 -1.9058
H -0.0494 -1.6160 1.6450
H 0.3280 -2.4215 0.0912
H -1.4656 1.1832 -0.7652
H -2.0832 0.5014 0.7830
H -2.1482 -0.2230 -0.6882
```

Output
- Lowest unoccupied orbital energy: -11.4 eV
- Energy relative to the best compared isomer or geometry (same formula, charge and spin): 311.3 kJ/mol
- Charge: +2

What are the Löwdin partial charges on each atom? They are as follows, in elementary charge units: C 0.141; N 0.189; N 0.229; N -0.173; N 0.152; H 0.154; H 0.187; H 0.243; H 0.249; H 0.206; H 0.078; H 0.184; H 0.159



| no. | HOMO energy (eV) | Kohn-Sham gap (eV) | DFT total energy (eV) |
| --- | --- | --- | --- |
| 1 | -9.37 | 9.900 | -24428.0488 |
| 2 | -21.14 | 9.747 | -7102.0210 |